Entry 1:
Computed, not measured: a single C16H26ClNO2 molecule, with ωB97M-V/def2-TZVPD.

Geometry as XYZ:
```
46
Properties=species:S:1:pos:R:3
C 4.5595 -0.7512 0.8522
H -2.4888 2.6321 -0.0400
H 6.5209 1.7971 -1.7424
C -3.1310 -1.4462 -0.3205
H -1.2777 -1.0108 -1.3455
C -2.0526 -1.7716 -1.3460
H -4.9442 -0.4026 1.1612
C 3.5115 1.3063 -0.6978
H 5.3619 -2.7187 1.0541
H 0.5318 -0.2590 1.3863
H 5.0307 2.1889 -2.6157
Cl 6.8670 -0.8214 -0.5426
O 1.5344 1.3400 0.5389
H -5.9517 -2.2680 -0.1547
H 4.4372 -2.1621 2.4573
H -1.5937 -2.7266 -1.1004
H -7.1756 -1.0638 0.2442
H -3.2618 1.4941 1.0894
H 3.0807 2.1025 -1.2835
C 5.2823 -0.2034 -0.1993
H 5.8165 0.6177 -2.8386
C 5.5789 1.3964 -2.1148
H -2.6544 -1.2206 0.6476
H 1.1300 0.9840 2.5339
H 2.7351 -0.6748 1.9387
H -3.7622 -2.3278 -0.1853
H -6.4819 -1.1209 -1.3832
C 3.2917 -0.2487 1.1192
N -4.0074 -0.3672 -0.7509
H -5.5858 0.7606 -0.0130
C 2.7586 0.7780 0.3504
C 5.1336 -1.8576 1.6810
H -0.4856 2.5956 1.2514
C 0.6930 0.8152 1.5398
C -6.2669 -1.2426 -0.3254
C -5.1847 -0.2502 0.0953
H -2.5907 0.7261 -1.7836
C -2.6388 1.5640 0.1835
H -2.4914 -1.8397 -2.3381
H -4.0894 1.5823 -1.4019
C -3.3411 0.8885 -1.0093
C 4.7756 0.8279 -0.9878
H 6.0639 -1.5358 2.1474
H -1.1927 1.4233 2.4005
C -0.6530 1.5254 1.4445
O -1.3917 0.9456 0.4032
```

Results
spin multiplicity: 1
max |F|: 0.010 Eh/bohr
HOMO level: -8.261 eV

Results of the Löwdin charge analysis, in e, for atoms 1 through 2: -0.289, 0.126



Entry 2:
Computed, not measured: a single C16H26ClNO2 molecule, with ωB97M-V/def2-TZVPD.

Geometry as XYZ:
```
46
Properties=species:S:1:pos:R:3
C 2.5097 0.6607 -3.0426
H -1.6246 0.0264 0.3541
C 0.6476 -1.3989 0.6434
H 0.7134 -1.5937 -0.4376
N -3.6314 -0.7602 1.9444
H 6.5575 -0.1677 -3.0878
H 4.9152 0.2859 -0.0509
H 1.7527 0.0172 -4.9317
H -1.9389 -1.1876 3.0451
H 6.5346 1.5733 -2.8497
C -3.0415 -1.5454 0.8910
C 2.8836 0.3403 -0.6774
H 1.7436 1.7592 -4.7045
O -0.6523 -1.6394 1.1123
C -3.5171 -0.6537 4.3977
H -4.6316 2.2607 0.6201
C -2.7680 -0.4802 3.0774
H -2.3421 0.5337 3.0330
H -2.8752 -2.5590 1.2723
H 0.5397 0.7594 -3.8773
C -4.5097 0.3138 1.5395
C 6.2559 0.6212 -2.3999
H -3.0454 1.9050 1.2985
H 6.7956 0.5005 -1.4652
C 3.8851 0.7024 -3.2295
H -3.7627 -1.6010 0.0733
C -3.8875 1.4796 0.7570
C -1.6850 -1.0672 0.3308
C 4.2592 0.3901 -0.9003
H 1.2907 -2.1137 1.1639
H -3.5500 1.1549 -0.2244
H -1.5763 -1.4008 -0.7132
C 1.1527 0.0232 0.9539
H 0.5396 0.7816 0.4529
Cl 4.5101 0.9249 -4.8325
O 2.5133 0.1778 0.6250
H 1.0955 0.1895 2.0331
H 0.9490 0.4484 -1.6231
H -4.3114 0.0811 4.5008
H -4.9688 0.7096 2.4479
H -2.8302 -0.5354 5.2321
C 4.7789 0.5702 -2.1687
H -5.3086 -0.1263 0.9332
H -3.9592 -1.6449 4.4422
C 1.5753 0.8072 -4.2029
C 2.0191 0.4772 -1.7558
```

Results
spin multiplicity: 1
max |F|: 0.011 Eh/bohr
HOMO level: -8.107 eV

Results of the Löwdin charge analysis, in e, for atoms 1 through 2: -0.287, 0.105



Entry 3:
Computed, not measured: 3 unconnected molecules or ions with the total composition C16H26F6NO4 at a distorted geometry, with ωB97M-V/def2-TZVPD.

Geometry as XYZ:
```
53
Properties=species:S:1:pos:R:3
H -0.4630 -0.6012 1.6054
F 2.8484 -3.0735 0.1754
H -5.4416 1.9913 -0.2327
F 3.7349 4.6874 -4.4668
C 5.1645 -3.4303 4.0865
H -3.2499 -2.3184 -1.1471
C -1.5964 0.1473 -1.2734
C -1.2641 0.1075 1.3272
H -4.0584 1.4852 0.7246
H -6.6455 0.0618 0.1962
O 2.8126 2.9791 -1.5609
H -3.1262 -1.4233 0.4005
H 1.5663 0.8308 -2.7065
F 4.9363 3.7498 -2.9625
H 4.0468 -1.6020 4.4213
H -3.1751 -0.5358 -2.5492
N -3.9983 1.0109 -1.3910
H 0.7803 2.6980 -1.2000
H 4.3304 -4.1050 4.2836
H -2.0618 0.2627 2.0847
H 5.7669 -3.3526 4.9914
H 5.7667 -3.8853 3.2984
H -1.1579 1.8842 0.1254
C 1.7428 0.8013 -1.6296
H -5.4383 -2.2893 0.1367
F 1.8034 -1.2639 0.6774
C 2.0614 -2.5159 1.0930
C -3.5712 -1.3988 -0.6131
O 3.9653 -2.1443 2.4045
C -4.7174 1.1559 -0.1015
F 0.9067 -3.1767 1.0614
H -0.9744 -0.7448 -1.4944
C 2.5842 3.5369 -2.7507
C 3.7810 4.3804 -3.1770
H 5.5193 -1.4010 3.4867
O 2.1132 -2.7887 3.4877
F 3.8245 5.5282 -2.4962
C -3.1173 -0.1971 -1.4909
H 1.8910 2.1391 0.0409
H -1.3592 0.9069 -2.0603
C 2.6928 -2.5210 2.4810
C -5.5558 -0.1040 0.3090
H -5.3080 -0.2979 1.3739
C -1.3402 0.7861 0.1047
H 2.7122 0.3249 -1.4781
H -4.6118 1.0171 -2.2071
C 1.7360 2.1949 -1.0366
H 0.9739 0.1857 -1.1708
C 4.6719 -2.0641 3.6563
H -3.3843 1.8295 -1.4936
H -5.5535 -1.4487 -1.5012
C -5.1375 -1.4197 -0.4692
O 1.5732 3.4205 -3.3733
```

Results
spin multiplicity: 1
max |F|: 0.051 Eh/bohr
total charge: +1
HOMO level: -11.667 eV

Results of the Löwdin charge analysis, in e, for atoms 1 through 2: 0.062, 0.181



Entry 4:
Computed, not measured: a molecular structure, C16H26FP2PtS2, with ωB97M-V/def2-TZVPD.

Geometry as XYZ:
```
48
Properties=species:S:1:pos:R:3
H 3.4385 0.8453 2.2567
C -0.0621 5.7519 -0.2050
C -3.1429 -2.5215 -0.5048
C -2.4465 -0.9489 1.6530
C 3.4142 1.0895 1.1938
H -3.6743 5.1859 -1.0341
H -0.3574 6.2641 -1.1248
P 2.1605 0.0535 0.3413
C -2.3180 -1.4105 -0.6624
C 3.1159 -1.5291 0.3934
H 1.0250 5.7055 -0.1813
F -4.4222 -3.9118 0.9299
H 3.1738 -2.5644 -1.4849
H 4.4133 0.9476 0.7700
H -3.6561 -2.3150 2.8292
H 1.3260 -4.4901 -2.5795
C 2.6679 -2.6621 -0.5185
H -0.8335 -3.4926 0.6293
S 0.4507 3.0775 -0.0366
H 3.0810 -1.8540 1.4383
H -1.9463 -1.1976 -1.6577
H 1.3922 -5.1753 -0.9409
H 2.9869 -3.6195 -0.0881
H 0.7923 -3.8319 1.2880
C -3.6047 -2.8250 0.7593
H -2.4694 6.2711 -0.3403
H 3.5715 0.3270 -1.6557
C 0.1804 -3.1051 0.7416
C -2.9774 5.3192 -0.2048
C -1.9243 -0.5823 0.4064
P 0.8738 -2.7524 -0.9189
C -0.6440 4.3592 -0.1255
H -2.1883 -0.3549 2.5243
H 4.1638 -1.2928 0.1714
H -3.5771 5.3826 0.7062
Pt -0.8035 1.1361 0.1347
H 0.1002 -2.1780 1.3085
C -3.2737 -2.0556 1.8491
H 1.8659 -0.0280 -2.0625
H -3.4266 -3.1446 -1.3449
H 2.3167 1.5896 -1.5395
H -0.3906 6.3755 0.6305
H -0.1689 -4.7895 -1.6941
C 0.8677 -4.4668 -1.5894
C 2.5265 0.5285 -1.3969
S -2.6989 2.6056 -0.0353
C -2.0230 4.1472 -0.1257
H 3.1251 2.1370 1.0975
```

Results
spin multiplicity: 3
max |F|: 0.011 Eh/bohr
total charge: -1
⟨S²⟩: 2.021
HOMO level (alpha / beta): -2.251 / -4.399 eV

Results of the Löwdin charge analysis, in e, for atoms 1 through 2: 0.031, -0.162



Entry 5:
Computed, not measured: a single C16H26N2OS molecule at a distorted geometry, with ωB97M-V/def2-TZVPD.

Geometry as XYZ:
```
46
Properties=species:S:1:pos:R:3
C 4.7210 -2.2104 0.6214
H 5.3800 -0.5599 1.9088
N 2.2296 3.1330 0.5084
H -0.5967 -1.2161 -0.9097
H 3.6447 -3.4993 -2.1719
N 2.5295 1.8637 0.2214
H -2.5583 -2.1809 0.3344
H -2.8644 -0.9770 -1.8485
C -5.1186 -2.3356 1.3438
H -2.1905 1.9077 0.6426
C 3.7774 -2.4176 -0.3422
C 0.5008 3.1081 -1.2151
C 4.7091 -0.9054 1.1423
C -0.9610 2.8756 -0.8139
H -4.7871 -2.1139 -0.7683
C -1.0836 -0.2375 -0.9207
H -6.1812 -2.5430 1.2399
H -3.1049 0.5239 -0.9638
H -1.4131 3.8450 -0.5926
H -0.6419 2.4552 1.2663
S 2.8451 -0.9859 -0.6290
C -4.6044 -1.5453 0.1467
H 5.4049 -2.9736 0.9485
H -4.9669 -1.7757 2.2643
H 2.7394 3.6233 1.2491
C 3.4502 1.2540 0.8610
H 1.0002 2.1672 -1.4327
C 3.5028 -3.6634 -1.1041
C -2.5992 -0.4427 -0.9319
C -0.5471 0.5659 0.2651
C 1.2382 3.8410 -0.1238
H -1.4923 2.4452 -1.6637
H 0.5373 0.6317 0.1638
H -0.7493 0.0197 1.1889
H 4.0375 1.7340 1.6525
H -0.7907 0.2546 -1.8498
C -1.1254 1.9754 0.4111
O 1.0146 4.9807 0.2196
H -4.5909 -3.2832 1.4301
H -5.1578 -0.6066 0.0672
H 4.1718 -4.4562 -0.7785
H 2.4733 -3.9864 -0.9531
C -3.1125 -1.2416 0.2637
H 0.5190 3.7436 -2.1030
H -2.9383 -0.6825 1.1846
C 3.7494 -0.1090 0.5709
```

Results
spin multiplicity: 1
max |F|: 0.023 Eh/bohr
HOMO level: -8.099 eV

Results of the Löwdin charge analysis, in e, for atoms 1 through 2: -0.139, 0.110



Entry 6:
Computed, not measured: a molecular structure, C16H27BNO10Ti, with ωB97M-V/def2-TZVPD.

Geometry as XYZ:
```
56
Properties=species:S:1:pos:R:3
B 1.7466 1.2701 -1.9667
H -1.8712 -1.1700 2.8135
H -0.4449 -4.2745 1.1699
H 1.7809 -2.2769 0.3178
H -0.2132 1.5635 0.5619
H 1.8835 0.6980 0.9084
C -0.3583 1.4824 1.6384
H -0.9153 0.1281 4.1088
C 0.1397 -2.7945 3.2832
H -4.5613 -0.1439 -3.0316
C -0.5055 -3.2249 0.8824
H -2.2122 2.2380 -4.6358
H -2.3735 3.0127 -3.0248
C 0.2393 -2.2895 1.8221
C 2.5192 -1.0513 1.9298
H 3.3377 -0.9318 1.2173
H 1.0316 -2.5540 3.8640
O 1.7099 4.6970 -1.6438
O 2.1830 0.6934 -3.2460
Ti -1.6580 -0.9858 -0.5605
H -0.6775 -2.3269 3.8428
C -2.6625 0.8651 -3.0699
H 2.3320 0.9703 2.5443
N -0.3143 -0.9387 1.6060
C 0.7101 -0.7598 -2.2399
C 0.2863 0.2610 2.2582
O 1.8891 -1.2948 -4.2887
C 1.7045 -2.2561 1.4077
H -2.9445 1.4554 -1.1528
C -4.1329 0.7925 -3.3953
O -2.4865 0.7549 -1.6272
C 0.1111 0.3019 3.7761
C 1.7736 0.2796 1.9066
C 3.0923 2.8037 -0.9386
H -0.9273 2.0679 -3.4665
O 0.7711 0.2829 -1.4451
O -0.0409 -1.6900 -2.0467
C -2.0106 2.1431 -3.5685
H -4.2997 0.7865 -4.4726
H 0.7583 -0.4027 4.2929
O 1.0850 2.5749 -2.0909
O 4.0082 3.3074 -0.3769
H -0.0011 -3.8710 3.3186
H -0.1088 -3.1903 -0.1370
H -1.5833 -3.0123 0.8570
C 1.6710 -0.5138 -3.4162
H 2.2221 -3.1403 1.7823
O 2.8773 1.4819 -1.0710
H 2.9706 -1.2869 2.8937
H -2.1420 -0.0101 -3.4583
C 1.8921 3.5204 -1.6122
H -4.6569 1.6384 -2.9478
O -1.7133 -0.9241 1.8902
H -1.4186 1.5603 1.8857
H 0.1213 2.3762 2.0560
H 0.3869 1.3071 4.0954
```

Results
spin multiplicity: 4
max |F|: 0.018 Eh/bohr
⟨S²⟩: 3.752
HOMO level (alpha / beta): -5.752 / -9.809 eV

Results of the Löwdin charge analysis, in e, for atoms 1 through 2: -0.922, 0.096



Entry 7:
Computed, not measured: a molecular structure, C16H27CrN3S4 at a distorted geometry, with ωB97M-V/def2-TZVPD.

Geometry as XYZ:
```
51
Properties=species:S:1:pos:R:3
H -2.7895 -3.3205 -0.9605
N -0.2985 0.0594 2.2324
N 1.5384 1.3135 0.6354
H -3.3148 3.1418 -0.9204
C 0.5924 0.9671 2.8423
H 0.3025 2.7735 -1.9791
C 2.6889 1.9792 -1.4872
H -1.3818 3.2128 -2.3314
H -3.4470 2.2106 0.6042
H 2.4400 2.9201 -2.0004
C -0.6976 -1.2751 -2.7493
H 5.3630 -0.7440 0.2246
S -0.7003 -2.3533 -0.1884
C -0.2189 -2.4694 -1.9556
C 5.3194 -0.0062 -1.7750
H -1.7932 -1.2614 -2.8392
H 5.3806 -0.9839 -2.2645
S -1.2149 2.2846 -0.1689
H -0.6621 -3.3898 -2.3415
N -0.2472 -0.0099 -2.0855
C 2.4152 2.6513 2.3221
C -2.5345 -2.3883 -0.4346
C 5.2581 0.1190 -0.4411
H 0.8732 -2.5517 -1.9758
C -1.1491 -0.4596 3.1132
S 3.1729 3.3042 0.9145
C -2.1124 -1.5611 2.8859
H -0.2818 -1.3046 -3.7696
C -0.9458 1.1451 -2.7176
H 3.7552 1.7656 -1.6203
H -3.0016 -2.4038 0.5575
H 2.1352 1.1441 -1.9364
S -0.9809 0.2100 4.7398
H 0.9163 1.8421 4.8081
H -2.4351 -1.9318 3.8703
C -3.0162 2.2196 -0.4041
H -1.6322 -2.3806 2.3328
H -0.5667 1.2679 -3.7470
H -2.0161 0.9090 -2.8002
H -3.3485 1.3355 -0.9599
H 5.4603 0.8582 -2.4353
H 2.5727 3.0047 3.3326
Cr -0.0267 0.0372 0.0828
H 0.7436 0.0796 -2.3483
C 0.3440 1.1634 4.1869
C -0.7365 2.4257 -1.9300
C 2.3636 2.0972 -0.0564
H -2.9068 -1.5203 -0.9954
C 1.5472 1.6272 2.0072
H 5.2444 1.1046 0.0399
H -2.9886 -1.1848 2.3356
```

Results
spin multiplicity: 4
max |F|: 0.045 Eh/bohr
total charge: +3
⟨S²⟩: 3.891
HOMO level (alpha / beta): -17.276 / -17.276 eV

Results of the Löwdin charge analysis, in e, for atoms 1 through 2: 0.087, -0.036



Entry 8:
Computed, not measured: a gas-phase ion, C16H27N2O (charge +1), with ωB97M-V/def2-TZVPD.

Geometry as XYZ:
```
46
Properties=species:S:1:pos:R:3
H 4.8128 -0.4480 1.0515
C -4.9660 -0.3690 -1.0731
H -3.4577 -2.1437 1.3331
C -1.0314 0.9759 -1.0846
N -3.9323 -0.6873 -0.0979
H -0.6515 -0.6903 -0.0329
H -2.3420 -0.6475 -0.5730
H 3.1413 -1.4423 -2.2916
H -5.1959 -1.8373 1.1670
C 1.2945 3.6935 0.1721
H 3.2931 1.0203 0.6414
C 2.4072 2.9477 0.5143
C 4.5959 -1.7231 -0.6782
C 0.1684 1.6761 -0.5052
H -4.3267 -2.7354 -0.0875
C 3.3734 -1.0542 -1.3013
C 2.4134 1.5714 0.3614
H -3.8620 1.3613 0.3064
H 1.7538 -2.2871 -0.5889
H 3.2845 3.4353 0.9090
C 1.2991 0.9205 -0.1498
N -1.4890 -0.1053 -0.1785
H -0.6934 3.6243 -0.6119
H -1.8861 -0.3604 1.8720
H -4.6719 0.5070 -1.6487
H -5.0763 -1.2095 -1.7556
C -4.2493 -1.9143 0.6227
C 0.1781 3.0510 -0.3328
H -0.7657 0.5142 -2.0397
C 2.2524 -1.3552 -0.2981
C 2.9327 -1.5511 1.0757
H 2.5816 -0.8147 1.7984
H 5.0034 -2.1545 1.4243
H 4.5633 -2.7971 -0.8640
C 4.4420 -1.4473 0.8181
H 3.5260 0.0217 -1.3883
C -3.6180 0.4212 0.8033
C -2.1011 0.3585 1.0811
H 5.5285 -1.3332 -1.0794
H 1.2943 4.7641 0.2953
H -1.7020 1.3285 1.3759
H 2.6827 -2.5365 1.4673
H -1.8454 1.6821 -1.2484
H -5.9357 -0.1746 -0.6047
O 1.1571 -0.4369 -0.3166
H -4.1802 0.3814 1.7406
```

Results
spin multiplicity: 1
max |F|: 0.013 Eh/bohr
total charge: +1
HOMO level: -11.775 eV

Results of the Löwdin charge analysis, in e, for atoms 1 through 2: 0.104, -0.065



| no. | DFT total energy (eV) |
| --- | --- |
| 1 | -35120.9656 |
| 2 | -35120.7443 |
| 3 | -42989.9191 |
| 4 | -63227.4727 |
| 5 | -32876.8077 |
| 6 | -62789.6949 |
| 7 | -93236.3673 |
| 8 | -22051.8657 |